Version i
Formula: C56H53BaBr2Cl4GeN5O5Se2
Source: the Open Molecules 2025 dataset
Level of theory: ωB97M-V with the def2-TZVPD basis set

```
129
Properties=species:S:1:pos:R:3:lowdin_charge:R:1
Ba 1.146 -0.106 -1.536 2.163
Se -1.835 -1.689 1.744 0.757
Se 0.406 -1.623 1.224 0.795
C 1.053 -1.070 2.938 -0.632
C 0.309 -0.700 4.051 -0.128
C 0.986 -0.455 5.230 -0.066
C 2.366 -0.596 5.264 -0.076
C 3.011 -0.963 4.094 -0.141
N 2.373 -1.189 2.959 0.052
C -2.739 -0.714 0.365 -0.665
C -4.099 -0.462 0.558 -0.121
C -4.810 0.115 -0.470 -0.065
C -4.136 0.445 -1.640 -0.059
C -2.776 0.198 -1.710 -0.136
N -2.089 -0.380 -0.733 0.015
H -0.766 -0.615 3.990 0.051
H 0.442 -0.171 6.120 0.114
H 2.919 -0.436 6.175 0.096
H 4.085 -1.099 4.063 0.119
H -4.564 -0.719 1.498 0.101
H -5.868 0.302 -0.375 0.109
H -4.657 0.881 -2.477 0.102
H -2.199 0.481 -2.580 0.108
C -2.219 2.238 2.603 -0.017
C -0.763 2.242 2.959 -0.331
C -0.328 2.713 4.216 -0.013
C 1.004 2.685 4.518 -0.043
C 1.931 2.238 3.552 -0.216
C 3.322 2.160 3.742 -0.635
Br 4.086 2.641 5.424 0.759
C 4.156 1.725 2.743 -0.184
C 3.622 1.382 1.510 -0.571
Br 4.771 0.814 0.102 0.859
C 2.258 1.432 1.209 -0.465
O 1.784 1.180 0.055 -0.506
C 1.400 1.822 2.302 -0.201
N 0.080 1.818 2.053 0.174
H -2.606 3.257 2.606 0.068
H -2.789 1.654 3.324 0.084
H -2.352 1.810 1.613 0.065
H -1.053 3.082 4.925 0.114
H 1.358 3.015 5.485 0.082
H 5.224 1.651 2.890 0.100
Cl 3.016 -2.428 -5.346 0.742
C 2.370 -4.042 -5.298 -0.565
C 1.717 -4.538 -6.408 -0.116
C 1.157 -5.805 -6.362 -0.096
C 1.214 -6.537 -5.190 -0.119
C 1.854 -6.027 -4.074 -0.567
Cl 1.743 -6.939 -2.605 0.771
C 2.508 -4.783 -4.107 -0.275
N 3.200 -4.229 -3.066 0.083
C 3.912 -4.882 -2.071 -0.222
C 4.492 -6.130 -2.320 -0.097
C 5.167 -6.802 -1.324 -0.097
C 5.284 -6.238 -0.065 -0.094
C 4.767 -4.978 0.163 -0.045
C 4.088 -4.273 -0.823 -0.133
C 3.691 -2.858 -0.482 -0.040
C 2.677 -2.109 -1.347 -0.856
O 3.105 -1.211 -2.095 -0.276
O 1.457 -2.344 -1.211 -0.385
H 1.654 -3.940 -7.304 0.102
H 0.659 -6.214 -7.227 0.102
H 0.736 -7.503 -5.119 0.101
H 3.283 -3.222 -3.096 0.070
H 4.411 -6.564 -3.307 0.107
H 5.601 -7.768 -1.529 0.101
H 5.786 -6.768 0.729 0.097
H 4.887 -4.521 1.133 0.114
H 4.603 -2.255 -0.492 0.109
H 3.281 -2.844 0.534 0.113
Cl -0.179 6.626 -4.126 0.733
C -0.424 5.571 -5.486 -0.553
C -1.380 5.882 -6.432 -0.107
C -1.588 5.016 -7.493 -0.086
C -0.903 3.816 -7.547 -0.105
C 0.031 3.496 -6.580 -0.569
Cl 0.734 1.912 -6.565 0.786
C 0.361 4.411 -5.567 -0.287
N 1.351 4.183 -4.650 0.075
C 2.593 3.612 -4.920 -0.236
C 3.134 3.638 -6.204 -0.070
C 4.376 3.082 -6.447 -0.079
C 5.094 2.499 -5.415 -0.078
C 4.563 2.490 -4.135 -0.019
C 3.321 3.046 -3.868 -0.142
C 2.784 3.100 -2.461 -0.037
C 1.331 2.693 -2.382 -0.633
O 0.467 3.489 -1.833 -0.127
O 0.952 1.628 -2.837 -0.298
H -1.944 6.796 -6.340 0.104
H -2.308 5.257 -8.258 0.105
H -1.098 3.100 -8.326 0.104
H 1.274 4.703 -3.786 0.064
H 2.582 4.116 -7.001 0.112
H 4.785 3.118 -7.446 0.105
H 6.067 2.067 -5.596 0.103
H 5.119 2.039 -3.328 0.113
H 2.921 4.107 -2.044 0.114
H 3.344 2.389 -1.854 0.082
C -4.165 5.488 0.709 -0.110
C -3.514 6.631 -0.067 -0.266
C -1.984 6.565 -0.079 -0.289
C -1.451 5.387 -0.884 -0.278
Ge 0.528 5.115 -0.902 0.997
C 1.383 4.655 0.846 -0.249
C 1.471 5.745 1.913 -0.266
C 2.757 6.567 1.862 -0.263
C 2.922 7.316 0.546 -0.119
H -5.214 5.711 0.894 0.069
H -3.672 5.347 1.669 0.062
H -4.121 4.556 0.148 0.065
H -3.806 7.587 0.380 0.105
H -3.888 6.628 -1.093 0.107
H -1.633 6.505 0.953 0.094
H -1.607 7.497 -0.504 0.104
H -1.790 5.463 -1.917 0.050
H -1.830 4.449 -0.476 0.065
H 1.375 6.019 -1.821 -0.020
H 2.366 4.217 0.669 0.080
H 0.737 3.855 1.207 0.045
H 1.417 5.273 2.898 0.102
H 0.616 6.418 1.816 0.091
H 3.611 5.908 2.033 0.110
H 2.732 7.284 2.686 0.106
H 3.204 6.637 -0.257 0.050
H 3.683 8.088 0.629 0.072
H 1.978 7.792 0.278 0.068
```

Calculated values
HOMO ... -7.23 eV
LUMO level ... 0.3 eV
Frontier orbital gap ... 0.275 hartree

Version ii
Formula: C56H53BaBr2Cl4GeN5O5Se2
Source: the Open Molecules 2025 dataset
Level of theory: ωB97M-V with the def2-TZVPD basis set

```
129
Properties=species:S:1:pos:R:3:lowdin_charge:R:1
Ba 0.444 -2.071 0.477 2.115
Se -0.923 -6.100 0.506 0.671
Se -2.774 -5.370 1.693 0.679
C -1.981 -4.269 3.068 -0.659
C -2.570 -4.367 4.322 -0.118
C -2.067 -3.586 5.348 -0.069
C -0.987 -2.760 5.089 -0.041
C -0.463 -2.742 3.807 -0.134
N -0.955 -3.475 2.799 -0.026
C -1.232 -5.144 -1.145 -0.688
C -1.248 -5.871 -2.327 -0.101
C -1.405 -5.177 -3.518 -0.050
C -1.557 -3.802 -3.479 -0.034
C -1.539 -3.172 -2.245 -0.147
N -1.373 -3.827 -1.094 -0.044
H -3.393 -5.049 4.489 0.100
H -2.509 -3.630 6.335 0.107
H -0.552 -2.134 5.856 0.116
H 0.363 -2.082 3.566 0.085
H -1.149 -6.948 -2.310 0.099
H -1.414 -5.710 -4.460 0.113
H -1.676 -3.219 -4.382 0.111
H -1.640 -2.096 -2.166 0.074
C -5.040 -3.101 -0.722 -0.021
C -4.791 -2.480 0.620 -0.338
C -5.569 -2.853 1.745 -0.023
C -5.309 -2.294 2.958 -0.031
C -4.282 -1.331 3.078 -0.192
C -3.952 -0.648 4.275 -0.623
Br -4.858 -1.058 5.890 0.782
C -3.008 0.330 4.285 -0.169
C -2.328 0.667 3.097 -0.575
Br -1.164 2.148 3.146 0.850
C -2.554 0.002 1.916 -0.378
O -1.851 0.294 0.821 -0.255
C -3.568 -1.012 1.903 -0.162
N -3.825 -1.599 0.705 0.179
H -5.960 -3.685 -0.736 0.078
H -4.208 -3.759 -0.976 0.058
H -5.094 -2.328 -1.489 0.081
H -6.361 -3.581 1.627 0.114
H -5.888 -2.566 3.831 0.082
H -2.782 0.869 5.193 0.097
Cl 6.094 -1.091 -0.475 0.729
C 6.573 -1.475 1.149 -0.567
C 7.577 -2.404 1.336 -0.114
C 7.974 -2.736 2.622 -0.089
C 7.319 -2.172 3.701 -0.120
C 6.290 -1.265 3.498 -0.578
Cl 5.388 -0.771 4.897 0.737
C 5.921 -0.833 2.216 -0.283
N 4.927 0.092 1.939 0.082
C 4.666 1.293 2.589 -0.229
C 5.652 1.951 3.326 -0.068
C 5.382 3.145 3.971 -0.094
C 4.119 3.714 3.885 -0.098
C 3.155 3.081 3.113 -0.047
C 3.404 1.889 2.443 -0.146
C 2.356 1.373 1.485 -0.036
C 1.926 -0.082 1.595 -0.703
O 2.592 -0.955 0.957 -0.235
O 0.865 -0.381 2.195 -0.249
H 8.044 -2.850 0.469 0.103
H 8.772 -3.448 2.779 0.105
H 7.568 -2.453 4.715 0.101
H 4.266 -0.201 1.225 0.076
H 6.640 1.513 3.391 0.109
H 6.164 3.627 4.543 0.102
H 3.891 4.639 4.397 0.097
H 2.173 3.530 3.010 0.105
H 2.714 1.520 0.460 0.116
H 1.458 1.977 1.612 0.087
Cl 1.878 3.783 -2.849 0.768
C 3.380 3.256 -2.137 -0.571
C 3.725 3.806 -0.910 -0.118
C 4.960 3.549 -0.344 -0.082
C 5.869 2.765 -1.040 -0.108
C 5.506 2.210 -2.248 -0.584
Cl 6.683 1.275 -3.129 0.700
C 4.230 2.374 -2.818 -0.302
N 3.929 1.689 -3.978 0.068
C 2.666 1.329 -4.502 -0.244
C 2.393 1.618 -5.835 -0.027
C 1.190 1.242 -6.407 -0.083
C 0.242 0.585 -5.637 -0.086
C 0.522 0.287 -4.312 -0.029
C 1.739 0.627 -3.727 -0.147
C 2.018 0.315 -2.277 -0.043
C 1.125 -0.779 -1.735 -0.778
O 0.019 -0.437 -1.214 -0.308
O 1.504 -1.971 -1.740 -0.179
H 3.013 4.456 -0.420 0.108
H 5.219 3.963 0.621 0.107
H 6.857 2.569 -0.648 0.109
H 4.727 1.423 -4.530 0.090
H 3.130 2.165 -6.410 0.115
H 0.989 1.476 -7.445 0.102
H -0.712 0.302 -6.064 0.101
H -0.219 -0.234 -3.717 0.103
H 1.803 1.217 -1.697 0.097
H 3.062 0.046 -2.113 0.135
C -7.096 2.968 0.097 -0.113
C -6.829 1.757 -0.787 -0.274
C -5.394 1.695 -1.310 -0.292
C -4.352 1.587 -0.193 -0.281
Ge -2.595 0.937 -0.743 0.943
C -1.388 2.386 -1.237 -0.269
C -2.025 3.564 -1.990 -0.265
C -1.994 3.405 -3.514 -0.255
C -2.614 2.112 -4.030 -0.110
H -8.137 3.005 0.419 0.068
H -6.882 3.896 -0.440 0.076
H -6.476 2.956 0.994 0.066
H -7.519 1.764 -1.635 0.104
H -7.039 0.839 -0.227 0.103
H -5.200 2.586 -1.916 0.096
H -5.304 0.842 -1.991 0.094
H -4.719 0.888 0.565 0.063
H -4.206 2.543 0.316 0.080
H -2.706 -0.220 -1.740 0.004
H -0.558 1.972 -1.806 0.040
H -0.971 2.716 -0.281 0.067
H -1.482 4.479 -1.737 0.102
H -3.057 3.736 -1.662 0.089
H -0.953 3.456 -3.851 0.082
H -2.507 4.256 -3.970 0.106
H -2.063 1.238 -3.681 0.033
H -2.605 2.082 -5.121 0.072
H -3.653 2.007 -3.709 0.061
```

Calculated values
HOMO ... -7.33 eV
LUMO level ... -0.5 eV
Frontier orbital gap ... 0.252 hartree

Best to worst by energy: version ii, version i.

Version i
Formula: CH12NO3
Source: the Open Molecules 2025 dataset
Level of theory: ωB97M-V with the def2-TZVPD basis set

```
17
Properties=species:S:1:pos:R:3:nbo_charge:R:1
C 1.276 0.705 1.351 -0.431
N 0.020 -0.206 1.170 -0.730
H 1.556 0.762 2.342 0.221
H 1.185 1.758 1.032 0.242
H 2.244 0.266 0.785 0.239
H 0.305 -1.156 1.582 0.467
H -0.739 0.062 1.772 0.427
H -0.131 -0.245 0.119 0.485
H -1.281 0.212 -2.115 0.532
H -0.051 -0.764 -2.140 0.500
O -0.672 -0.317 -1.519 -0.987
H -2.829 2.915 -2.632 0.478
H -2.932 2.400 -4.035 0.478
O -2.629 2.130 -3.209 -0.954
H 1.054 -3.025 2.426 0.498
H 2.247 -2.971 1.420 0.518
O 1.378 -2.526 1.650 -0.983
```

Calculated values
HOMO ... -14.52 eV
LUMO level ... -3.0 eV
Frontier orbital gap ... 0.422 hartree
Total charge ... +1

Version ii
Formula: CH12NO3
Source: the Open Molecules 2025 dataset
Level of theory: ωB97M-V with the def2-TZVPD basis set

```
17
Properties=species:S:1:pos:R:3:nbo_charge:R:1
C 1.622 0.582 0.235 -0.418
N 0.171 0.435 0.657 -0.711
H 2.088 0.952 1.219 0.230
H 1.710 1.200 -0.688 0.247
H 2.027 -0.357 0.004 0.226
H 0.237 -0.549 0.904 0.475
H -0.126 1.177 1.306 0.446
H -0.353 0.404 -0.208 0.468
H -1.701 -1.642 -2.198 0.507
H -2.555 -1.003 -0.970 0.491
O -1.706 -1.085 -1.376 -0.993
H -1.158 3.188 -0.498 0.489
H -1.126 2.407 -1.856 0.500
O -0.778 2.479 -0.961 -0.983
H 0.385 -2.747 2.262 0.503
H 0.578 -3.090 0.768 0.499
O 0.684 -2.350 1.400 -0.977
```

Calculated values
HOMO ... -15.49 eV
LUMO level ... -3.0 eV
Frontier orbital gap ... 0.458 hartree
Total charge ... +1

Best to worst by energy: version ii, version i.

Version i
Formula: C5H14S
Source: the Open Molecules 2025 dataset
Level of theory: ωB97M-V with the def2-TZVPD basis set

```
20
Properties=species:S:1:pos:R:3:nbo_charge:R:1
C -1.686 -1.885 -0.072 -0.603
C -1.934 -1.013 1.190 -0.406
C -1.787 -1.809 2.486 -0.614
H -1.237 -1.351 -0.899 0.205
H -2.647 -2.307 -0.381 0.201
H -1.062 -2.744 0.169 0.199
H -1.299 -0.124 1.108 0.199
H -2.939 -0.606 1.079 0.195
H -2.623 -1.682 3.180 0.209
H -1.719 -2.873 2.251 0.202
H -0.887 -1.548 3.031 0.211
C 3.645 1.923 -1.374 -0.744
S 2.160 1.483 -0.449 0.181
C 0.796 2.068 -1.459 -0.753
H 3.442 1.876 -2.450 0.213
H 3.909 2.977 -1.230 0.213
H 4.413 1.211 -1.116 0.232
H 0.367 3.029 -1.199 0.214
H 0.022 1.300 -1.353 0.227
H 1.065 2.075 -2.512 0.217
```

Calculated values
SMILES ... CCC.CSC
HOMO ... -8.47 eV
LUMO level ... 1.1 eV
Frontier orbital gap ... 0.350 hartree

Version ii
Formula: C5H14S
Source: the Open Molecules 2025 dataset
Level of theory: ωB97M-V with the def2-TZVPD basis set

```
20
Properties=species:S:1:pos:R:3:nbo_charge:R:1
C -1.946 -0.290 0.829 -0.606
C -2.156 0.577 -0.414 -0.404
C -2.986 1.820 -0.056 -0.612
H -1.121 -0.973 0.668 0.210
H -1.622 0.359 1.652 0.194
H -2.882 -0.739 1.174 0.207
H -1.193 0.799 -0.878 0.206
H -2.733 0.055 -1.192 0.196
H -2.943 2.679 -0.722 0.211
H -2.703 2.169 0.945 0.194
H -4.064 1.625 0.081 0.201
C 3.481 -1.122 -1.458 -0.765
S 1.823 -0.961 -0.717 0.207
C 2.229 -0.700 0.997 -0.770
H 4.281 -0.351 -1.381 0.218
H 4.043 -1.995 -1.146 0.212
H 3.342 -1.056 -2.532 0.234
H 1.461 -0.218 1.602 0.238
H 3.104 -0.044 1.111 0.219
H 2.584 -1.632 1.438 0.212
```

Calculated values
SMILES ... CCC.CSC
HOMO ... -8.60 eV
LUMO level ... 1.1 eV
Frontier orbital gap ... 0.355 hartree

Version iii
Formula: C5H14S
Source: the Open Molecules 2025 dataset
Level of theory: ωB97M-V with the def2-TZVPD basis set

```
20
Properties=species:S:1:pos:R:3:nbo_charge:R:1
C -2.818 -0.573 -0.160 -0.622
C -1.970 -1.711 0.420 -0.388
C -1.695 -3.040 -0.403 -0.622
H -2.263 -0.021 -0.968 0.205
H -3.782 -0.805 -0.783 0.206
H -3.073 0.056 0.718 0.217
H -0.987 -1.222 0.784 0.184
H -2.422 -2.048 1.273 0.189
H -1.524 -3.919 0.250 0.209
H -0.712 -2.863 -0.981 0.210
H -2.670 -3.201 -0.897 0.213
C 1.333 -0.241 -0.587 -0.626
C 2.247 0.871 -0.154 -0.495
S 1.568 2.503 0.461 -0.056
H 0.548 -0.404 0.184 0.203
H 0.680 0.050 -1.477 0.213
H 1.882 -1.147 -0.914 0.223
H 2.737 1.091 -1.153 0.214
H 3.063 0.603 0.422 0.207
H 0.860 1.954 1.464 0.116
```

Calculated values
SMILES ... CCC.CCS
HOMO ... -9.20 eV
LUMO level ... 0.9 eV
Frontier orbital gap ... 0.372 hartree

Best to worst by energy: version i, version ii, version iii.